No. 1
Here is a molecular structure, C10H7MnN2O5 from OMol25. Energies are from wB97M-V/def2-TZVPD.

Properties
**Spin multiplicity**: 6
**Net charge**: +1
**E_tot**: -55008.6497 eV
**Largest force on an atom**: 9.05 eV/A
**Energy above the lowest of the compared OMol25 structures with the same formula, charge and spin**: 0.0 kJ/mol
**HOMO level (spin up / spin down)**: -9.730 / -12.944 eV
**LUMO energy (spin up / spin down)**: -0.138 / -0.201 Ha
**Molar mass**: 290.1 g mol⁻¹

CARTESIAN COORDINATES (ANGSTROEM)
C 0.453 0.823 1.223
C -1.502 2.219 -0.585
O 0.719 -1.141 -3.069
C -2.043 -0.143 -1.434
C 0.573 -1.905 1.554
C 2.428 0.756 -1.039
Mn -0.642 0.878 -1.395
H 1.737 -2.566 3.842
C 1.096 -1.081 2.560
H 0.651 -2.990 1.670
O 3.108 1.388 -1.714
H 2.032 -0.978 4.404
N 1.666 -1.585 3.687
C -0.011 -1.344 0.428
N -0.108 0.009 0.287
C -2.563 1.660 -4.347
H -0.371 -1.977 -0.390
O -2.965 -0.842 -1.296
C 1.022 0.310 2.370
O -2.223 2.882 0.052
H 0.468 1.876 0.950
C 0.312 -0.235 -2.462
H -2.070 1.466 -3.113
H 1.419 0.990 3.111
O -3.186 1.527 -5.293

natural (NBO) atomic charge list, values in e, 4 entries: C 0.0748; C 0.4571; O -0.3906; C 0.4205


No. 2
Here is a gas-phase ion, C10H7N2O (charge +1) from OMol25. Energies are from wB97M-V/def2-TZVPD.

Properties
**Structure (SMILES)**: CN1Oc2cccc3c2=[N+]1C=C=C=3
**Net charge**: +1
**E_tot**: -15496.4551 eV
**Largest force on an atom**: 4.93 eV/A
**HOMO level**: -12.322 eV
**LUMO energy**: -0.190 Ha
**Molar mass**: 171.2 g mol⁻¹

CARTESIAN COORDINATES (ANGSTROEM)
N -0.906 -0.623 0.272
C -1.400 -1.999 0.150
C 1.863 1.238 -1.696
H -0.147 -0.209 2.762
C -0.117 0.030 -0.568
C 1.241 1.912 -0.689
C -1.177 -0.136 2.705
C 0.242 1.244 0.009
H 2.142 -0.198 -3.162
C 1.537 0.005 -2.291
H 1.668 2.852 -0.202
O -0.563 1.440 1.080
C -0.940 -2.445 -1.055
C -0.255 -1.782 -1.881
C 0.400 -0.627 -1.777
H -1.829 -2.510 1.027
H -1.325 0.788 3.272
H 2.658 1.770 -2.108
N -1.254 0.223 1.263
H -1.837 -0.973 2.888

natural (NBO) atomic charge list, values in e, 4 entries: N -0.0714; C -0.0466; C -0.1304; H 0.2111


No. 3
Here is a gas-phase ion, C10H7N2O6S2 (charge -1) from OMol25. Energies are from wB97M-V/def2-TZVPD.

Properties
**Net charge**: -1
**E_tot**: -47413.7019 eV
**Largest force on an atom**: 1.69 eV/A
**HOMO level**: -4.217 eV
**LUMO energy**: 0.073 Ha
**Molar mass**: 315.3 g mol⁻¹

CARTESIAN COORDINATES (ANGSTROEM)
C -0.755 -1.229 2.511
C 2.325 2.880 -1.641
H -2.469 -2.243 3.323
H -3.906 -0.190 3.322
N 4.293 2.121 -0.380
S 0.891 0.624 -1.635
C -0.275 -0.021 2.021
C -1.011 1.154 2.094
C 2.331 0.656 -0.693
O -0.553 1.942 -3.547
O 0.526 3.873 -3.670
N 0.340 2.745 -3.175
H -0.124 -2.113 2.540
O 2.220 1.017 2.138
H -0.552 2.092 1.790
O 4.811 3.251 -0.506
C -2.073 -1.287 2.980
C -2.324 1.096 2.578
S 1.481 0.070 1.317
C 2.957 1.958 -0.805
H -2.934 2.001 2.620
O 4.901 1.136 0.089
H 2.978 -0.230 -0.683
H 2.693 3.869 -1.894
C -2.862 -0.130 2.999
O 1.864 -1.335 1.337
C 1.174 2.285 -2.127

natural (NBO) atomic charge list, values in e, 4 entries: C -0.2111; C -0.1240; H 0.2065; H 0.2055